The following is a DFT calculation (ωB97M-V/def2-TZVPD) of 14 unconnected molecules or ions with the total composition C44H65F3O40.

## Properties
Frontier orbital gap in eV: 9.55
E_LUMO in eV: 0.21
Electronic energy in eV: -136732.4243

```
152
Properties=species:S:1:pos:R:3:mulliken_charge:R:1
C 4.91084 -2.44090 -1.21863 -0.165
C 5.28336 -1.70854 0.05105 -0.546
O 4.36317 -2.18013 1.04562 -0.466
C 3.48021 -3.04597 0.48820 0.236
O 2.48829 -3.46960 0.99026 0.238
O 3.88901 -3.32436 -0.79180 -0.324
H 5.76135 -3.03348 -1.55340 0.392
H 4.48945 -1.81498 -1.95302 0.046
H 5.25504 -0.62307 0.08791 0.295
H 6.26015 -1.91753 0.36426 0.342
C -1.94036 7.52750 4.66043 -0.268
C -2.90466 7.40965 3.45646 -0.004
O -3.36864 6.00984 3.46257 -0.295
C -3.09413 5.43559 4.69305 0.757
O -3.44378 4.34801 5.08201 -0.569
O -2.43169 6.36838 5.45798 -0.404
H -2.16825 8.50892 5.14864 0.335
H -0.93485 7.35435 4.44813 0.251
H -2.43541 7.50175 2.47594 -0.031
H -3.78876 8.06336 3.61207 0.327
C -3.98463 -2.80305 -2.36842 -0.321
C -3.85942 -3.10829 -3.84469 -0.543
O -3.05212 -2.01399 -4.28426 -0.377
C -2.33154 -1.59139 -3.24771 0.296
O -1.52619 -0.70709 -3.27852 -0.428
O -2.69199 -2.19759 -2.08513 0.221
H -4.09318 -3.72048 -1.74135 0.196
H -4.77036 -2.13710 -2.11956 0.331
H -4.71036 -3.23486 -4.48756 0.412
H -3.27726 -4.04788 -3.97159 0.237
C -1.12977 -5.05683 -0.14840 -0.316
C -0.50300 -3.69658 0.17765 2.008
O 0.05091 -3.23646 -1.03150 0.583
C -0.41142 -4.04428 -2.07761 0.229
O -0.15367 -3.85604 -3.20293 -0.592
O -1.11852 -5.07370 -1.62418 -0.516
H -2.14611 -5.21816 0.17746 0.259
H -0.53416 -5.86477 0.12682 0.216
H 0.22167 -3.72002 0.99732 -1.094
H -1.25391 -2.95836 0.47960 -0.628
C 3.12889 -4.78368 3.73442 -0.527
C 2.39267 -3.47878 3.96743 -0.071
O 1.00517 -3.83699 3.82035 -0.162
C 0.94531 -5.04843 3.15388 0.438
O -0.07028 -5.50519 2.70662 -0.522
O 2.14261 -5.67267 3.15147 -0.270
H 3.45670 -5.24807 4.66664 0.406
H 3.96851 -4.58491 3.11424 0.229
H 2.65429 -2.67681 3.29298 -0.029
H 2.57598 -3.16937 5.02188 0.422
C -1.60746 2.59184 6.17658 -0.267
C -2.05447 1.73833 4.98276 0.390
O -1.28260 0.55531 5.05258 -0.179
C -0.74862 0.50085 6.31599 0.564
O -0.17973 -0.49153 6.70264 -0.592
O -0.91712 1.61405 7.00131 -0.387
H -2.47561 2.99834 6.73031 0.309
H -0.84701 3.29690 5.95878 0.300
H -1.91152 2.28783 4.05038 -0.440
H -3.08899 1.44303 5.04207 0.266
C -2.80791 -4.10710 4.19357 -0.210
C -2.36985 -2.69977 3.76338 0.312
O -3.12308 -2.45852 2.54617 -0.233
C -3.52575 -3.64545 2.03217 0.554
O -4.00369 -3.76141 0.95135 -0.530
O -3.37616 -4.63689 2.93881 -0.354
H -3.58810 -4.24634 4.94637 0.281
H -1.94357 -4.79437 4.34930 0.083
H -1.30624 -2.61076 3.47984 -0.065
H -2.63907 -1.93389 4.49076 0.227
C 4.41916 4.77246 -4.07325 -0.453
C 3.80437 3.77641 -5.03974 -0.090
O 2.38895 3.98113 -4.76174 -0.353
C 2.24160 4.61010 -3.60754 0.637
O 1.19238 4.80902 -3.05491 -0.405
O 3.35846 5.06050 -3.19058 -0.381
H 4.74747 5.74432 -4.46234 0.291
H 5.23842 4.44414 -3.48380 0.299
H 4.12133 2.73418 -4.71186 0.104
H 4.03290 3.95432 -6.10849 0.335
C 1.73908 3.89409 1.19153 -0.168
C 0.97182 4.58803 0.06071 0.126
O -0.12537 5.20651 0.72457 0.137
C 0.11535 5.20790 2.05998 0.130
O -0.47930 5.77815 2.93288 -0.536
O 1.22169 4.49485 2.41561 -0.408
H 2.76582 4.23313 1.11635 0.425
H 1.58515 2.81858 1.26571 0.064
H 0.69848 3.87039 -0.70762 -0.214
H 1.51564 5.31523 -0.49764 0.369
C 3.74443 -7.91980 1.43454 -0.757
O 3.98316 -7.08667 0.28418 -0.499
C 2.84355 -6.95053 -0.49383 0.360
C 2.41660 -8.19815 -1.16173 -0.636
O 3.34261 -8.68278 -2.12136 -0.365
C 3.17727 -8.05178 -3.34104 -0.581
H 4.15714 -7.65520 2.39361 0.328
H 3.92865 -8.96904 1.24938 0.380
H 2.67432 -7.80627 1.67189 0.235
H 3.08218 -6.10596 -1.15832 -0.035
H 1.97559 -6.64631 0.02495 0.040
H 1.42288 -7.98201 -1.52214 0.388
H 2.31228 -8.97652 -0.41243 0.388
H 2.15534 -7.97320 -3.67180 0.314
H 3.76045 -8.66958 -4.03067 0.252
H 3.54719 -6.98715 -3.24275 0.161
C -2.67711 3.50983 1.39575 -0.499
O -1.52486 2.93783 0.81348 0.334
C -1.92112 2.29484 -0.45132 -0.398
C -2.27224 0.83956 -0.29236 -0.517
O -0.99112 0.18751 0.01628 -0.324
C -0.78904 -0.13186 1.39865 -0.439
H -2.94316 4.41362 0.79118 0.081
H -2.60742 3.78188 2.45420 -0.567
H -3.50210 2.79775 1.20314 0.648
H -1.02072 2.20896 -1.08194 -0.330
H -2.70164 2.95926 -0.80807 0.756
H -2.62700 0.42078 -1.23089 -0.045
H -3.04181 0.61822 0.53340 0.506
H 0.23676 -0.48708 1.33372 0.229
H -1.44547 -0.93903 1.59042 -0.027
H -0.96199 0.73411 2.07240 -0.179
C -1.38631 6.74279 -2.86301 0.212
C -0.45387 8.01900 -2.92704 0.396
O -0.45010 8.51187 -1.65563 -0.348
C -1.26522 7.84637 -0.86625 0.642
O -1.54483 8.08262 0.23676 -0.510
O -1.85418 6.80357 -1.51480 -0.292
F -1.04484 8.98937 -3.72508 -0.340
H -0.97025 5.73012 -3.00842 -0.214
H -2.21262 6.87707 -3.54713 0.257
H 0.58355 7.93607 -3.23393 0.234
C -1.92570 2.58812 -5.00833 -0.109
C -3.08680 2.28368 -4.01303 1.719
O -4.18297 2.02633 -4.74974 -0.448
C -3.89766 2.01680 -6.12956 0.590
O -4.69957 1.76441 -6.95784 -0.500
O -2.61237 2.32174 -6.25098 -0.377
F -3.31007 3.35224 -3.11509 -0.296
H -1.12982 1.86598 -4.86442 0.119
H -1.50167 3.61966 -5.01135 0.090
H -2.70797 1.39312 -3.50124 -0.787
C 1.68199 -1.20780 -2.76464 0.089
C 1.29593 -0.49696 -1.48003 2.838
O 1.80922 0.75623 -1.59708 -0.104
C 2.90846 0.72104 -2.43975 0.285
O 3.71258 1.60106 -2.45933 -0.610
O 2.94755 -0.43265 -3.13408 -0.489
F 1.98597 -1.07187 -0.42005 -0.339
H 0.97925 -1.04391 -3.59145 0.090
H 2.01417 -2.25865 -2.68456 0.117
H 0.23263 -0.43357 -1.21940 -1.290
```



The following is a DFT calculation (ωB97M-V/def2-TZVPD) of a molecular structure, C49H26F15GeIN4O4S3W.

## Properties
Frontier orbital gap in eV: 6.06
E_LUMO in eV: -2.01
Electronic energy in eV: -205094.4305

```
104
Properties=species:S:1:pos:R:3:mulliken_charge:R:1
W 0.08399 -0.10609 -0.02401 -0.205
C -2.29116 -1.95651 3.67565 -1.983
C -1.84154 -0.76697 2.87386 0.621
N -0.57085 -0.67024 2.73832 -0.844
N -0.03115 0.42559 2.02307 1.088
C -0.35030 1.70121 2.21222 -0.090
S -0.04241 2.65574 0.90045 -0.032
S -0.96597 2.26466 3.75740 -0.023
C -2.30298 3.41824 3.30886 -0.049
C -1.94755 4.66851 2.55861 -0.107
C -2.37685 4.85056 1.25101 0.220
C -2.03245 5.99782 0.54959 -0.677
C -1.25452 6.97328 1.15727 -0.526
C -0.83225 6.80325 2.47093 -0.698
C -1.18189 5.65742 3.16727 -0.390
C -2.90326 0.08356 2.28534 0.972
C -4.07899 0.32941 3.00446 -1.000
C -5.13392 1.02493 2.45072 -1.009
C -5.04441 1.46708 1.13036 -0.632
C -3.90429 1.23111 0.39242 -0.802
C -2.82640 0.55158 0.97124 0.339
O -1.75234 0.38775 0.20869 0.305
H -2.83542 -1.63847 4.56675 0.490
H -1.42495 -2.53524 3.98448 0.352
H -2.97184 -2.57434 3.08691 0.375
H -2.64992 3.65785 4.31721 0.716
H -3.08505 2.84948 2.80457 -0.401
H -2.97324 4.07967 0.77325 0.342
H -2.35650 6.11845 -0.47637 0.443
H -0.97515 7.86448 0.60999 0.396
H -0.22674 7.56203 2.95009 0.418
H -0.83657 5.51726 4.18591 0.444
H -4.14585 -0.00977 4.03003 0.336
H -6.02112 1.22253 3.03686 0.419
H -5.87310 1.99530 0.67613 0.427
H -3.80952 1.55945 -0.63441 0.557
O -1.29578 3.20195 -2.45581 -0.687
C -0.66599 2.91046 -3.61694 0.283
C -0.94926 3.76843 -4.67983 -0.574
C -0.37246 3.56649 -5.91409 -0.345
C 0.49876 2.49776 -6.12697 -0.773
C 0.77886 1.64514 -5.08379 -0.895
C 0.21225 1.83321 -3.81718 -0.199
C 0.55971 0.88150 -2.75550 1.294
O -0.02270 1.07946 -1.56830 0.612
N 1.33184 -0.11783 -2.92967 -1.269
N 1.33918 -0.88224 -1.76480 0.895
C 2.17364 -1.84818 -1.78675 -0.555
C 2.28671 -2.85056 -0.74555 1.057
C 2.99658 -4.02254 -0.99799 -1.002
C 2.98438 -5.06480 -0.08664 -0.953
C 2.23505 -4.93467 1.07897 -0.647
C 1.54792 -3.76140 1.36087 -0.578
C 1.61161 -2.71071 0.46066 -0.004
O 1.00733 -1.55622 0.78246 0.819
H -1.03217 2.56757 -1.77014 0.407
H -1.63168 4.58852 -4.50102 0.472
H -0.60099 4.24740 -6.72464 0.386
H 0.94948 2.33985 -7.09700 0.427
H 1.44614 0.80428 -5.21958 0.433
H 2.77009 -1.95529 -2.68823 0.460
H 3.53282 -4.11779 -1.93534 0.474
H 3.53747 -5.97227 -0.28585 0.437
H 2.20048 -5.75026 1.79086 0.490
H 0.98762 -3.62881 2.27774 0.617
I -2.26136 -1.25926 -2.47502 -0.041
C -1.03621 -1.82681 -0.76496 -2.239
H -0.43899 -2.64376 -1.15151 0.758
H -1.76487 -2.14492 -0.02538 0.801
F 6.10039 -1.18689 1.44815 -0.371
C 5.14598 -1.65929 2.26333 0.882
C 3.99175 -0.93805 2.51709 -0.677
C 3.06226 -1.54490 3.34503 0.751
F 1.89599 -0.94694 3.60787 -0.445
C 3.27627 -2.77133 3.93803 -0.044
F 2.36365 -3.31580 4.74704 -0.406
C 4.44295 -3.45661 3.66481 0.723
F 4.64681 -4.66131 4.19449 -0.373
C 5.38342 -2.90303 2.82021 0.289
F 6.50289 -3.57419 2.54412 -0.342
Ge 3.67106 0.88801 1.87035 1.552
S 2.46328 1.00708 0.07984 -0.590
C 3.11130 2.03296 3.36922 0.098
C 3.08889 1.73560 4.72327 0.038
F 3.47256 0.54192 5.19155 -0.371
C 2.71041 2.65881 5.68106 0.229
F 2.68675 2.32856 6.97356 -0.336
C 2.37351 3.94278 5.30121 0.737
F 2.01512 4.83924 6.21776 -0.362
C 2.44055 4.30185 3.97151 0.453
F 2.16943 5.55398 3.60645 -0.403
C 2.81342 3.35095 3.04151 0.261
F 2.94393 3.78114 1.78064 -0.612
C 5.43810 1.64492 1.46979 -0.350
C 5.90512 2.04480 0.22711 0.097
F 5.17254 1.90687 -0.87927 -0.230
C 7.16087 2.60050 0.05222 -0.023
F 7.57496 2.97816 -1.15728 -0.300
C 7.99603 2.76206 1.13923 0.737
F 9.20565 3.29312 0.98046 -0.303
C 7.57578 2.36050 2.39217 0.105
F 8.38520 2.49737 3.44238 -0.300
C 6.31807 1.80913 2.52878 0.103
F 5.97882 1.39068 3.76160 -0.372
```



The following is a DFT calculation (ωB97M-V/def2-TZVPD) of a gas-phase ion, C8H9N2S (charge +1).

## Properties
SMILES: CCS[N+]#C/C=C\C=C/C#N
Frontier orbital gap (alpha / beta) in eV: 7.04 / 7.05
Charge: +1
E_LUMO (alpha / beta) in eV: -5.78 / -5.78
Electronic energy in eV: -22246.1842

```
20
Properties=species:S:1:pos:R:3:mulliken_charge:R:1
C -3.67337 0.13807 -0.03472 -0.215
C -2.83783 1.24641 0.14623 -0.066
C -3.24227 -1.07879 -0.29846 -0.335
C -1.45175 1.28483 -0.08792 -0.781
C -1.95953 -1.59235 -0.49326 0.244
C -0.43277 0.40131 -0.27786 1.018
C 3.62745 0.35404 1.01627 -0.895
C 3.40516 -0.31396 -0.37118 -0.540
N -1.05100 -2.29913 -0.62880 -0.406
N 0.66166 -0.03522 -0.53976 -0.179
S 1.73028 -1.19285 -0.62508 0.105
H -4.75084 0.21219 -0.05807 0.361
H -3.32986 2.23386 0.40076 0.331
H -3.90404 -1.89285 -0.42832 0.368
H -1.19066 2.35701 -0.04023 0.309
H 4.58809 0.24138 1.48192 0.364
H 3.22183 1.38450 0.99789 0.259
H 3.04693 -0.30182 1.65957 0.298
H 3.90644 -1.31398 -0.50630 0.315
H 3.63608 0.16736 -1.31269 0.446
```



The following is a DFT calculation (ωB97M-V/def2-TZVPD) of C19H21NO5S in the gas phase.

## Properties
SMILES: O=C(CCc1ccc(S(=O)(=O)N2CCOCC2)cc1)Oc1ccccc1
Frontier orbital gap in eV: 9.55
E_LUMO in eV: 0.44
Electronic energy in eV: -42606.3843

```
47
Properties=species:S:1:pos:R:3:mulliken_charge:R:1
O -0.39179 -2.88766 2.94269 -0.550
C 0.54411 -2.16954 3.16114 0.540
O 1.70387 -2.18878 2.49096 -0.274
C 1.83010 -2.87229 1.28356 0.403
C 0.83055 -2.86409 0.32221 -0.025
C 1.06237 -3.47001 -0.90014 -0.752
C 2.27567 -4.08476 -1.15775 -0.571
C 3.26582 -4.09477 -0.18906 -0.435
C 3.04946 -3.48607 1.03364 -0.545
H 3.81224 -3.47494 1.79675 0.424
H 4.21298 -4.57467 -0.38500 0.394
H 2.45093 -4.55413 -2.11366 0.394
H 0.29061 -3.44438 -1.65352 0.399
H -0.11638 -2.38915 0.52155 0.568
C 0.56834 -1.10406 4.24157 -0.704
H 1.30427 -1.37613 4.99893 0.393
H -0.41879 -1.09231 4.70289 0.396
C 0.92041 0.26843 3.63375 -1.267
C 0.35296 0.38176 2.24447 0.907
C -1.02069 0.29445 2.03443 -0.633
C -1.53320 0.26201 0.74945 -0.539
C -0.66743 0.31798 -0.32601 0.249
C 0.69550 0.43908 -0.14108 -0.591
C 1.20209 0.47163 1.14633 -0.793
H 2.26909 0.53655 1.29946 0.341
H 1.34130 0.46117 -1.00424 0.504
S -1.31696 0.24760 -1.99194 1.367
O -0.29885 -0.25508 -2.86531 -0.730
O -2.59729 -0.39270 -1.96925 -0.764
N -1.58053 1.84017 -2.41885 -0.038
C -2.63272 2.51995 -1.70001 -0.374
H -3.49044 1.84925 -1.66431 0.426
C -2.96861 3.80828 -2.45557 -0.717
H -3.69541 4.40465 -1.90214 0.350
O -1.82489 4.61811 -2.60382 -0.393
C -0.80946 3.94132 -3.30821 -0.731
H 0.03075 4.63416 -3.37376 0.350
C -0.40124 2.65756 -2.58073 -0.352
H 0.31643 2.08395 -3.16624 0.427
H 0.03753 2.91661 -1.60334 0.269
H -1.16006 3.68568 -4.31817 0.366
H -3.37528 3.54951 -3.44344 0.366
H -2.31298 2.77090 -0.67552 0.269
H -2.59019 0.15371 0.56480 0.546
H -1.68958 0.22626 2.87881 0.416
H 2.00381 0.37959 3.58654 0.319
H 0.52158 1.05519 4.27714 0.396
```



The following is a DFT calculation (ωB97M-V/def2-TZVPD) of a gas-phase ion, C13H21BCl2NO2 (charge +1).

## Properties
SMILES: COB(O)[N@+](CCCCl)(C[C@H](C)Cl)c1ccccc1
Frontier orbital gap in eV: 10.91
Charge: +1
E_LUMO in eV: -2.29
Electronic energy in eV: -45125.0068

```
40
Properties=species:S:1:pos:R:3:mulliken_charge:R:1
C -3.66943 -1.21632 -1.45103 -0.709
O -2.38376 -0.57922 -1.32944 -0.716
B -1.59059 -0.84074 -0.29894 1.035
O -1.84765 -1.69560 0.72932 -0.464
N -0.26583 0.01603 -0.27426 0.541
C -0.43515 1.19838 -1.23361 -0.589
C 0.76751 2.14154 -1.26247 -0.761
C 1.61620 2.00374 -2.52077 -0.573
Cl 0.70255 2.52715 -3.95513 -0.179
C 0.87160 -0.83398 -0.77170 -1.786
C 1.04718 -2.17824 -0.05687 0.568
C 2.51417 -2.57002 0.07899 -1.410
Cl 0.14197 -3.42856 -0.96808 -0.180
C -0.08891 0.53650 1.10370 0.945
C 1.10890 0.44007 1.78049 -0.326
C 1.19554 0.94517 3.06834 -0.973
C 0.09779 1.53601 3.66439 -0.606
C -1.09648 1.63715 2.96724 -1.011
C -1.19265 1.13663 1.68576 -0.469
H -4.19325 -0.71812 -2.26093 0.287
H -3.54151 -2.26757 -1.70232 0.298
H -4.23180 -1.10720 -0.52674 0.306
H -1.74307 -2.62246 0.46870 0.317
H -1.32622 1.72147 -0.90504 0.390
H -0.61298 0.78151 -2.22194 0.722
H 0.40238 3.16706 -1.22977 0.449
H 1.42121 1.99194 -0.40152 0.313
H 2.50810 2.62073 -2.46288 0.460
H 1.93090 0.97657 -2.70455 0.229
H 1.80192 -0.27211 -0.71613 0.494
H 0.65515 -1.01169 -1.82463 0.671
H 0.60812 -2.12663 0.93601 0.468
H 2.93359 -2.12171 0.97888 0.374
H 3.09791 -2.24996 -0.78343 0.341
H 2.60148 -3.64854 0.17983 0.426
H 1.99012 -0.00953 1.34467 0.448
H 2.12649 0.87112 3.61336 0.452
H 0.16807 1.91597 4.67515 0.429
H -1.95377 2.10681 3.42806 0.442
H -2.13580 1.22663 1.15929 0.347
```



The following is a DFT calculation (ωB97M-V/def2-TZVPD) of a molecular structure, F6Si2.

## Properties
Frontier orbital gap in eV: 10.59
E_LUMO in eV: -1.27
Electronic energy in eV: -32069.7338

```
8
Properties=species:S:1:pos:R:3:mulliken_charge:R:1
F 2.35319 -1.44393 -0.46654 -0.256
F 2.07670 1.11736 -0.80913 -0.213
F 1.77166 0.31121 1.37680 -0.217
F -2.25693 0.83106 -1.10611 -0.239
F -1.68549 0.81271 1.29619 -0.232
F -2.25093 -1.42380 -0.14552 -0.212
Si 1.42961 -0.14713 -0.10825 0.669
Si -1.43782 -0.05749 -0.03744 0.701
```



The following is a DFT calculation (ωB97M-V/def2-TZVPD) of CH2BrPSi in the gas phase.

## Properties
SMILES: [SiH2]=P#CBr
Frontier orbital gap (alpha / beta) in eV: 7.32 / 6.19
E_LUMO (alpha / beta) in eV: -1.35 / -1.64
Electronic energy in eV: -88272.7421

```
6
Properties=species:S:1:pos:R:3:mulliken_charge:R:1
C 1.50050 0.44008 -1.30829 0.036
Si -0.64108 -0.64530 0.98923 0.150
P 1.05361 -0.78131 -0.34164 -0.097
Br 1.09873 2.17637 -1.52605 -0.012
H -1.21346 0.23050 1.98482 -0.051
H -1.79830 -1.42033 0.20192 -0.027
```



Q: The lowest electronic energy belongs to which entry?
A: C49H26F15GeIN4O4S3W